Below is a molecular structure, C38H39BO3 in a non-equilibrium geometry, with properties calculated with wB97M-V/def2-TZVPD.

```
81
Properties=species:S:1:pos:R:3:forces:R:3:mulliken_charge:R:1
C -1.14707 6.12962 2.78873 0.15 0.00 0.05 -0.57
C 0.17517 6.14598 2.33964 0.05 0.04 -0.29 -0.53
C 0.46913 5.98971 0.98042 -0.51 -0.06 0.01 -0.34
C -0.59230 5.82203 0.08751 -0.09 -0.47 -0.29 0.48
O -0.37437 5.51482 -1.26453 0.15 0.17 0.43 -0.54
C 0.23889 4.28779 -1.53014 0.03 -0.11 0.12 0.12
C -0.57732 3.18379 -1.84317 0.40 0.46 0.50 -0.57
C 0.04046 1.97135 -2.09550 -0.03 -0.13 -0.16 -0.57
C 1.44304 1.83045 -2.12671 -0.05 0.24 -0.37 -1.07
C 1.97195 0.40834 -2.34766 1.10 0.47 -0.73 0.63
C 3.48228 0.09803 -2.31308 -0.02 -0.03 0.23 0.16
C 4.05526 -0.93801 -3.07850 0.05 0.17 0.03 0.09
C 5.41928 -1.24681 -2.95569 -0.09 0.41 0.52 -0.85
C 6.21933 -0.48331 -2.07610 -0.05 0.14 -0.18 -0.36
C 5.62923 0.45221 -1.21033 -0.39 -0.38 -0.11 -1.09
C 4.24396 0.65989 -1.28847 0.44 0.14 -0.01 -0.30
C 2.22055 2.94913 -1.83931 -0.12 -0.19 0.13 -0.19
C 1.63016 4.16489 -1.48802 -0.56 -0.07 0.05 -0.35
C -1.92352 5.89356 0.50513 0.32 -0.17 0.33 -0.28
C -2.19087 6.00077 1.86931 0.13 0.27 0.02 -0.38
H -1.35361 6.22994 3.86004 0.03 -0.06 -0.48 0.38
H 1.00255 6.27623 3.03685 -0.27 -0.04 -0.08 0.38
H 1.49259 5.98038 0.60640 -0.32 0.00 0.25 0.24
H -1.67107 3.25895 -1.75525 0.62 0.08 -0.23 0.36
H -0.59894 1.08950 -2.22461 0.30 0.39 -0.17 0.57
H 1.60199 -0.00765 -3.28502 -0.18 0.30 -0.18 0.80
H 3.40743 -1.55317 -3.71814 0.36 0.42 0.12 0.35
H 5.84631 -2.10840 -3.49233 -0.21 0.66 0.15 0.38
H 7.31181 -0.59309 -2.07668 -0.54 -0.21 0.12 0.36
H 6.20875 0.98627 -0.44052 -0.21 -0.39 -0.53 0.35
H 3.71643 1.25036 -0.53067 0.47 -0.01 -0.34 0.56
H 3.30124 2.85792 -1.81486 -0.18 0.12 -0.10 0.71
H 2.24208 4.97686 -1.09023 -0.20 -0.13 -0.54 0.53
H -2.72703 5.82052 -0.22567 0.24 -0.10 0.13 0.45
H -3.22154 5.99273 2.21998 0.20 0.05 -0.09 0.38
C 0.10397 -0.98455 3.16706 0.36 0.25 -0.01 -1.85
C -1.25182 -1.65791 2.99224 0.35 0.37 0.50 1.74
C -1.50941 -2.53164 4.20945 -0.33 0.01 0.19 -1.84
C -2.38773 -0.59960 2.58383 0.06 0.19 0.56 1.32
C -3.80921 -1.03737 2.97219 0.04 -0.05 0.08 -1.84
C -2.17338 0.82288 3.05703 0.16 0.21 0.45 -1.84
O -2.32997 -0.60215 1.14618 0.23 -1.47 0.60 -0.57
B -2.02742 -1.95281 0.95340 1.13 0.16 -1.64 1.15
C -2.60725 -2.68637 -0.26282 0.16 -0.41 -1.03 0.26
C -2.50777 -4.08576 -0.37622 -0.50 0.04 -0.14 -0.46
C -3.38560 -4.78551 -1.21343 -0.05 0.16 -0.18 -0.61
C -4.29342 -4.07941 -2.02216 0.43 0.28 0.31 -0.39
C -4.21738 -2.67737 -2.08855 0.18 -0.14 0.02 -0.51
C -3.35316 -1.98448 -1.23029 -0.39 -0.50 0.02 -0.50
C 1.41633 -0.38133 -1.24200 -1.80 -1.65 2.36 -0.87
C 1.43086 -1.88637 -1.45764 0.49 0.41 -0.14 0.85
C 0.95781 -2.51243 -2.62113 -0.05 -0.54 0.39 -0.24
C 0.97841 -3.91509 -2.69570 0.36 0.00 -0.11 -0.79
C 1.58446 -4.69364 -1.69889 -0.50 0.37 0.35 -0.51
C 2.06298 -4.03442 -0.56073 0.14 -0.18 -0.11 -0.78
C 2.00342 -2.64890 -0.45125 -0.04 -0.40 -0.15 -0.25
O -1.19454 -2.56739 1.86796 -1.25 1.11 -0.14 -0.53
H 0.10452 -0.39738 4.09858 0.03 -0.11 -0.30 0.37
H 0.89951 -1.73954 3.25702 -0.32 0.13 -0.10 0.50
H 0.35924 -0.31164 2.33360 -0.13 -0.27 0.20 0.15
H -1.62881 -1.92562 5.11817 -0.01 -0.15 -0.18 0.36
H -2.40506 -3.15256 4.06088 0.28 0.19 0.12 0.33
H -0.63905 -3.19407 4.34603 -0.37 0.21 -0.04 0.45
H -3.96161 -0.93606 4.05296 0.00 -0.13 -0.16 0.41
H -4.52269 -0.37284 2.46272 0.22 -0.24 0.12 0.46
H -4.02695 -2.07576 2.67200 0.09 0.32 0.09 0.27
H -2.32452 0.86232 4.14360 0.13 0.10 -0.14 0.33
H -1.17427 1.21320 2.82515 -0.34 -0.13 -0.01 0.38
H -2.92281 1.48299 2.60011 0.18 -0.24 0.03 0.49
H -1.74165 -4.61226 0.19925 -0.49 0.10 0.08 0.45
H -3.38102 -5.88221 -1.23112 0.05 0.49 -0.02 0.37
H -5.03798 -4.61596 -2.61097 0.27 0.13 0.07 0.38
H -4.84446 -2.12984 -2.80185 0.27 -0.23 0.31 0.37
H -3.25296 -0.89747 -1.29735 -0.32 -0.33 0.23 0.36
H 0.36164 -0.11792 -1.00160 0.54 -0.11 -0.36 0.27
H 1.93263 -0.13903 -0.27509 -0.20 -0.25 -0.85 0.05
H 0.59769 -1.93925 -3.48408 -0.08 -0.18 0.50 0.41
H 0.54645 -4.42342 -3.55724 0.16 0.22 0.06 0.41
H 1.62421 -5.79488 -1.77520 -0.04 0.79 0.02 0.37
H 2.50127 -4.58804 0.25928 0.08 -0.16 -0.08 0.40
H 2.45430 -2.12275 0.39378 -0.25 -0.34 -0.10 0.42
```
Forces are in eV/Å.

The HOMO energy is -8.790 eV. As for the spin multiplicity: 1. Its total charge is 0. The value obtained for the max |F| is 3.40 eV/A. For the total energy, the calculation gives -46859.772 eV. Its LUMO energy is 0.6 eV. The HOMO-LUMO gap is 9.36 eV.

***

Below is a gas-phase ion, C4H5O4S (charge -1) in a non-equilibrium geometry, with properties calculated with wB97M-V/def2-TZVPD.

```
14
Properties=species:S:1:pos:R:3:forces:R:3:nbo_charge:R:1
C -2.45793 -0.00819 0.24792 3.91 -0.10 -0.94 0.83
C 1.44056 0.41904 0.57051 -0.12 -0.48 -0.91 -0.08
C 1.62956 -0.95630 -0.13644 -2.87 0.17 4.95 -0.57
C -0.63175 0.10744 -0.17888 -4.12 -1.82 -0.19 0.26
O -2.94361 0.93000 -0.36899 -1.38 0.96 -0.26 -0.76
O -2.79950 -0.93801 0.92928 -0.65 -0.40 0.65 -0.70
O 0.10107 0.46783 0.92280 -0.69 0.86 0.03 -0.53
O -0.62368 0.94835 -1.26672 -0.16 1.00 0.61 -0.79
S 0.06130 -1.57784 -0.66203 -1.07 0.79 0.14 0.09
H 1.93740 0.37276 1.52822 0.83 0.72 -0.05 0.18
H 1.67578 1.24260 -0.15950 0.20 -0.49 1.01 0.17
H 2.16283 -0.80775 -0.91416 4.37 0.47 -5.04 0.19
H 1.99493 -1.57591 0.64126 0.97 -1.03 0.19 0.20
H -1.54697 1.37598 -1.15326 0.79 -0.66 -0.19 0.51
```
Forces are in eV/Å.

As for the SMILES: O=C([O-])[C@@]1(O)OCCS1. The HOMO energy is -3.937 eV. The energy relative to the best compared isomer or geometry (same formula, charge and spin) is 162.5 kJ/mol. As for the spin multiplicity: 1. Its total charge is -1. The value obtained for the max |F| is 6.69 eV/A. For the total energy, the calculation gives -23254.683 eV. Its LUMO energy is 3.4 eV. The HOMO-LUMO gap is 7.38 eV.

***

Below is 2 unconnected molecules or ions with the total composition C10H13NO in a non-equilibrium geometry, with properties calculated with wB97M-V/def2-TZVPD.

```
25
Properties=species:S:1:pos:R:3:forces:R:3:nbo_charge:R:1
C 0.58927 0.93017 4.03646 -0.57 0.40 -0.80 -0.63
C -0.90130 -0.73675 2.84956 0.96 0.89 -0.49 -0.04
C -0.65079 -0.20980 0.67296 -0.97 0.81 0.86 0.14
C -0.07746 0.37227 2.80477 -0.88 -1.24 1.76 -0.08
C 0.02531 0.77309 1.46574 -0.34 0.06 -1.31 -0.09
C -0.85705 -0.03207 -0.69309 0.50 1.30 -1.16 -0.26
C -0.22922 1.07152 -1.25468 1.23 0.28 0.84 -0.21
C 0.56438 1.92268 0.85713 1.54 -0.76 0.52 -0.20
C 0.59777 1.96343 -0.50394 -1.23 -0.67 -1.06 -0.23
N -1.25397 -1.07468 1.56190 0.29 -0.24 -0.16 -0.52
H -1.97492 -1.71668 1.30433 -0.03 -0.27 -0.01 0.41
H -1.13927 -1.31713 3.72469 -0.27 -0.19 -0.16 0.21
H -1.43764 -0.59867 -1.40698 -0.25 -0.60 0.58 0.22
H 1.27420 1.70586 3.69343 0.31 -0.11 0.47 0.22
H 1.07726 0.13149 4.58757 0.32 0.17 0.04 0.22
H -0.22250 1.34498 -2.29437 -0.47 -0.64 -0.48 0.20
H 1.15721 2.60598 1.45807 -0.15 0.09 -0.05 0.21
H 1.20153 2.59874 -1.13739 -0.07 0.66 0.55 0.21
H -0.15029 1.39821 4.68974 0.11 0.04 0.04 0.22
C 0.54420 -1.52566 -4.31315 0.06 0.26 -1.67 -0.26
O 0.43635 -2.85754 -4.79309 -0.27 -0.34 -0.16 -0.73
H -0.34381 -3.28225 -4.41505 0.28 0.21 -0.02 0.46
H 0.97234 -0.91114 -5.12128 0.51 -0.45 0.14 0.17
H 1.23613 -1.51557 -3.47476 -0.59 0.51 0.48 0.18
H -0.43775 -1.04047 -4.29858 0.01 -0.18 1.24 0.17
```
Forces are in eV/Å.

As for the SMILES: Cc1c[nH]c2ccccc12.CO. The HOMO energy is -7.747 eV. The energy relative to the best compared isomer or geometry (same formula, charge and spin) is 97.2 kJ/mol. As for the spin multiplicity: 1. Its total charge is 0. The value obtained for the max |F| is 2.33 eV/A. For the total energy, the calculation gives -14117.428 eV. Its LUMO energy is 0.8 eV. The HOMO-LUMO gap is 8.51 eV.

***

Below is a molecular structure, C32H33N6O3SSeW in a non-equilibrium geometry, with properties calculated with wB97M-V/def2-TZVPD.

```
77
Properties=species:S:1:pos:R:3:forces:R:3:mulliken_charge:R:1
W -0.27044 -0.07906 -1.22523 0.19 0.50 -0.63 1.11
C -1.15361 -0.41864 -4.44795 -0.03 0.04 -0.02 -1.46
N -1.80652 -0.17027 -3.16068 0.05 -0.48 0.09 -0.27
C -2.73926 -1.21855 -2.70249 -0.06 0.21 0.16 -0.44
C -2.48978 -1.56410 -1.25501 -0.55 -1.00 -0.45 -0.08
N -1.30198 -2.03656 -0.86279 -0.33 1.10 0.21 -0.34
C -1.50841 -2.49600 0.45039 -0.02 0.03 0.00 0.25
C -0.61057 -3.04613 1.35659 0.00 -0.01 0.02 -0.53
C -1.10822 -3.41354 2.59046 -0.01 -0.01 -0.02 -0.75
C -2.46218 -3.24118 2.91765 0.01 0.00 0.00 -0.54
C -3.36090 -2.70163 2.02063 -0.01 -0.01 0.01 -0.89
C -2.85014 -2.33755 0.78151 0.04 0.04 0.02 0.63
N -3.45202 -1.77327 -0.34289 0.16 0.15 0.05 -0.09
C 0.12328 -1.13569 -4.17281 0.01 -0.10 -0.09 0.47
N 0.50378 -1.43550 -2.95411 0.16 0.23 0.26 0.14
C 1.75053 -2.05337 -3.08023 -0.02 -0.12 0.06 -0.02
C 2.60570 -2.57042 -2.11321 0.01 0.00 0.02 -0.27
C 3.78745 -3.12990 -2.55073 0.00 0.00 -0.02 -0.81
C 4.11723 -3.17648 -3.91491 0.00 0.01 0.01 -0.56
C 3.27177 -2.67336 -4.88303 0.00 -0.02 0.00 -1.13
C 2.08142 -2.11736 -4.43220 0.00 0.03 -0.01 0.65
N 1.01105 -1.53278 -5.09927 -0.01 -0.09 0.01 -0.02
H -0.93338 0.53524 -4.92909 0.02 0.03 0.06 0.48
H -1.78292 -1.00298 -5.12649 0.00 0.04 -0.03 0.51
H -2.26833 0.73034 -3.14036 0.12 0.08 0.07 0.41
H -2.54756 -2.13314 -3.26468 -0.04 -0.02 -0.03 0.27
H -3.78476 -0.94331 -2.84558 0.03 0.06 -0.04 0.42
H 0.43101 -3.18239 1.09854 0.00 0.01 0.00 0.51
H -0.44364 -3.84790 3.32470 0.00 0.00 0.00 0.44
H -2.80771 -3.53847 3.89814 0.00 0.00 0.00 0.42
H -4.40474 -2.57103 2.27201 0.00 0.00 0.00 0.48
H -4.35945 -1.33522 -0.35616 -0.06 -0.13 -0.10 0.34
H 2.35485 -2.51829 -1.06236 0.00 0.02 0.00 0.43
H 4.48107 -3.54064 -1.82985 0.00 0.00 0.00 0.44
H 5.05825 -3.61766 -4.21368 0.00 -0.01 0.00 0.41
H 3.52413 -2.71405 -5.93368 0.01 0.01 0.00 0.46
H 0.94590 -1.35683 -6.08780 0.00 0.00 0.00 0.25
C 2.83138 2.76877 -1.05703 -0.01 0.04 -0.01 -1.63
C 3.10816 1.52650 -1.89843 -0.03 -0.01 0.05 1.97
C 4.44258 1.60654 -2.61718 -0.01 0.02 -0.01 -1.87
O 3.04919 0.35129 -1.08349 0.00 0.05 0.01 -0.37
C 1.97133 1.36043 -2.91219 -0.03 -0.15 -0.25 -0.28
O 2.12389 1.49870 -4.09904 -0.01 -0.03 -0.02 -0.61
O 0.76339 1.10264 -2.41805 -0.03 -0.08 0.75 -0.47
H 3.61298 2.87575 -0.30123 0.00 0.00 0.00 0.47
H 1.86359 2.69073 -0.56073 0.01 -0.01 0.00 0.26
H 2.83883 3.66675 -1.67586 0.00 0.00 0.00 0.40
H 5.23617 1.80498 -1.89406 0.00 -0.02 0.00 0.47
H 4.43874 2.40261 -3.35893 0.01 0.02 0.02 0.35
H 4.64917 0.66447 -3.12342 0.00 0.00 -0.01 0.33
H 3.69478 0.45103 -0.37446 0.02 0.00 -0.02 0.30
N 0.48850 -0.23068 0.30268 0.85 -0.26 -0.37 0.67
S -1.43910 0.40669 3.04604 -0.01 -0.15 0.12 0.26
C -0.03390 1.23170 3.75919 0.01 0.08 -0.10 -0.33
C 0.25652 1.09840 5.11322 0.00 -0.03 -0.01 -0.37
C 1.36952 1.73007 5.64603 0.01 0.00 0.00 -0.60
C 2.20017 2.48904 4.83107 -0.01 -0.01 0.01 -0.48
C 1.91214 2.62456 3.48121 -0.01 0.01 -0.01 -0.78
C 0.79373 1.99973 2.94444 0.01 0.01 0.00 0.06
C -2.76186 1.53430 3.41481 -0.01 0.03 -0.06 0.39
C -2.62015 2.90972 3.26867 0.00 -0.01 0.01 -0.32
C -3.70175 3.74172 3.50865 -0.02 0.00 0.00 -0.66
C -4.93276 3.20869 3.87034 0.00 0.01 0.00 -0.48
C -5.07457 1.83635 4.00594 0.01 -0.01 0.00 -0.52
C -3.98842 0.99858 3.78920 -0.01 -0.01 0.00 -0.44
H 0.93089 -0.31365 1.20709 -0.15 0.07 0.08 0.11
H -0.39367 0.50314 5.74110 0.00 0.00 0.00 0.45
H 1.59102 1.62859 6.70027 0.00 0.00 0.00 0.38
H 3.06828 2.97907 5.25175 0.00 0.00 0.00 0.40
H 2.54803 3.23028 2.84795 0.00 0.00 0.00 0.44
H 0.53936 2.12332 1.89778 0.00 -0.03 -0.02 0.62
H -1.66613 3.32603 2.97132 -0.01 0.01 0.00 0.39
H -3.58542 4.81258 3.40377 0.00 0.00 0.00 0.39
H -5.77495 3.86283 4.05209 0.00 0.00 0.00 0.39
H -6.02648 1.41524 4.30275 0.00 0.00 0.00 0.39
H -4.08314 -0.07162 3.92917 0.00 0.00 0.00 0.42
Se -1.84091 1.51181 -0.63579 -0.22 -0.13 0.22 -0.41
```
Forces are in eV/Å.

The HOMO energy (spin up / spin down) is -10.154 / -10.154 eV. The energy relative to the best compared isomer or geometry (same formula, charge and spin) is 84.5 kJ/mol. As for the spin multiplicity: 1. Its total charge is +1. The value obtained for the max |F| is 1.23 eV/A. For the total energy, the calculation gives -126808.324 eV. Its LUMO energy (spin up / spin down) is -3.4 / -3.4 eV. The HOMO-LUMO gap (spin up / spin down) is 6.76 / 6.76 eV.

***

Q: Look up the total charge of the first one.
A: 0